[1]
The following is a quantum chemistry calculation of C10H22Cl2FeN4O3Si as an isolated structure at a distorted geometry, from the Open Molecules 2025 dataset.

Structure (XYZ):
```
43
Properties=species:S:1:pos:R:3:forces:R:3
Fe 0.320374 -0.809388 0.157329 -0.6823 -0.7676 -0.1129
N -0.454038 -2.761103 1.455576 0.0392 0.2213 0.0252
N -0.203276 -3.888232 0.669026 0.1143 0.0955 -0.0165
C 0.420463 -3.706627 -0.574976 0.2441 0.0341 0.0100
O 0.428573 -4.636013 -1.362059 -0.0352 0.0736 -0.0077
O 0.996692 -2.551285 -0.731519 -0.2792 0.2684 -0.0931
H -0.093497 -2.887599 2.393403 0.0265 -0.0111 -0.0016
H -1.441219 -2.540487 1.519881 -0.0223 0.0482 -0.0449
H -0.830268 -4.672145 0.737554 -0.0097 -0.0554 -0.0634
Cl 2.613992 -0.855733 1.258096 0.1162 0.2475 0.0311
C 3.153452 0.844770 1.422521 0.0332 -0.0093 0.0649
Cl 2.024504 2.002223 0.734810 0.0420 -0.0859 0.0040
H 4.096854 0.929842 0.902006 0.0685 -0.0209 -0.0256
H 3.256529 1.049617 2.478973 0.0051 -0.0105 0.0653
C 2.687099 -0.583127 -4.766871 -0.0584 0.0037 0.0039
C 1.759382 -0.006050 -3.750395 0.1987 -0.0481 -0.0513
C 1.182561 1.244196 -3.637536 -0.0678 0.0956 -0.0414
C 0.416270 1.200766 -2.464562 -0.2600 0.0507 0.1928
N 0.512683 -0.000281 -1.897345 0.4313 0.1058 0.1511
N 1.358555 -0.704988 -2.684424 -0.3249 -0.5700 0.2135
C -0.433359 2.268282 -1.853220 0.0616 -0.0143 -0.0140
H 2.753451 0.072379 -5.632492 -0.0128 -0.0042 0.0132
H 2.343419 -1.563002 -5.099807 -0.0003 0.0168 -0.0040
H 3.688269 -0.703009 -4.351796 0.0097 0.0026 -0.0034
H 1.283644 2.073986 -4.319219 0.0094 -0.0675 0.0365
H 1.466497 -1.696941 -2.435956 0.0810 0.3394 0.0062
H -0.761232 2.976889 -2.612174 -0.0139 -0.0166 -0.0073
H 0.119028 2.826509 -1.094008 -0.0269 -0.0188 -0.0434
H -1.308641 1.831553 -1.373046 0.0257 0.0051 0.0201
C -1.008218 2.105201 3.338925 0.0760 0.0633 0.0602
Si -1.890204 0.840559 2.274292 0.0025 0.0531 0.1169
C -3.259828 1.729313 1.361471 -0.0568 0.0550 -0.1278
C -2.680679 -0.407755 3.432640 -0.0274 -0.1536 0.0299
O -0.869729 0.114497 1.262307 0.2535 0.0741 -0.3261
H -1.721278 2.662102 3.956796 0.0668 -0.0430 -0.0345
H -0.466231 2.826053 2.718552 -0.0248 -0.0407 0.0527
H -0.287093 1.625469 4.009473 -0.0328 0.0508 -0.0523
H -4.046935 2.047562 2.053390 0.0550 -0.0033 -0.0700
H -3.715183 1.086450 0.601559 0.0072 0.0419 0.0587
H -2.873178 2.622288 0.859022 -0.0546 -0.0529 0.0129
H -3.291086 0.091229 4.192517 0.0383 -0.0412 -0.0505
H -1.914090 -0.991451 3.955276 -0.0704 0.0382 -0.0201
H -3.333030 -1.106519 2.896012 0.0545 0.0499 0.0430
```
Positions in Å, forces in eV/Å.

Computed properties:
Multiplicity: 5
Frontier orbital gap (spin up / spin down), eV: 9.177 / 8.814
E_HOMO (spin up / spin down), eV: -8.882 / -8.529
Relative energy (zero: lowest compared OMol25 entry of this formula, charge and spin), kJ/mol: 0.0
Total energy, eV: -90143.4372
Total charge: 0
LUMO (spin up / spin down), eV: 0.29 / 0.28



[2]
The following is a quantum chemistry calculation of C10H22Cl2IMnO3P2 as an isolated structure at a distorted geometry, from the Open Molecules 2025 dataset.

Structure (XYZ):
```
41
Properties=species:S:1:pos:R:3:forces:R:3
C 0.637566 0.007225 -2.531436 1.7347 0.5611 -3.1367
I 2.842185 0.200397 -1.661390 -2.1812 -0.5169 0.5656
H 1.218191 0.074236 -3.522090 -1.5116 -0.1729 1.0820
H 0.029822 0.919459 -2.522411 0.5196 -0.0692 0.5137
H -0.007409 -0.882135 -2.653583 0.9090 -0.0890 0.7657
Mn 0.217723 -0.164064 -0.137549 0.6968 0.0945 1.2990
P 0.281493 2.597050 -0.253760 0.2865 1.4213 0.2196
C -1.073378 3.644703 0.377705 -0.4007 -0.4499 0.0398
C 1.681355 3.484117 0.545976 0.0940 -0.7965 0.2615
H 1.648055 4.545594 0.247875 -0.0464 -0.5047 0.0394
H 0.778844 4.294731 -1.883273 -0.1337 -0.2652 -0.0184
H 2.623987 3.021776 0.232472 -0.0617 0.2815 0.2341
H 1.212423 2.676185 -2.507953 0.0071 0.2935 -0.0329
H -1.323810 3.354971 1.399745 -0.0429 0.0608 -0.0299
H 1.554390 3.407962 1.633322 0.2460 0.0323 -0.2158
C 0.463060 3.246455 -1.954858 -0.2347 -0.5137 -0.1729
H -0.723012 4.686297 0.372455 -0.0264 -0.3168 -0.0544
H -0.497850 3.184272 -2.476442 0.1572 0.0849 -0.0279
H -1.964923 3.561937 -0.248555 0.0561 -0.0298 0.1181
P 0.399678 -2.666391 -0.332532 -0.0857 -2.4037 0.8453
C -1.075210 -3.703033 0.117406 -0.5090 0.6357 0.0135
C 0.930941 -3.312995 -1.959374 -0.1758 0.7817 0.0145
H 2.600502 -2.767639 0.680923 -0.0346 -0.2649 0.1475
H 1.841387 -4.401812 0.661377 -0.2382 0.5176 -0.0564
H 1.326799 -3.158298 1.880538 0.1700 -0.0767 -0.5407
C 1.669718 -3.324215 0.842054 -0.0781 0.7827 0.0895
H 1.801731 -2.726417 -2.272821 -0.0556 -0.3336 -0.1252
H 1.181840 -4.380831 -1.896482 -0.1269 0.3389 0.0793
H -1.003569 -4.729215 -0.301090 0.2378 0.6920 0.1206
H -1.991023 -3.223298 -0.274435 0.3259 -0.3465 0.1521
H 0.112875 -3.147337 -2.670505 0.2199 -0.2481 -0.0159
H -1.181340 -3.773035 1.217425 0.1814 0.1598 -0.5769
C -1.841992 0.086540 -0.207308 -3.8622 3.0299 -1.1157
O -2.669256 0.778156 -0.687930 3.0419 -3.0768 1.7709
Cl -1.480386 1.642772 4.000659 0.0772 -0.2646 -0.0700
C -1.728358 -0.120250 3.866505 0.1507 -0.6246 -0.3008
Cl -3.377096 -0.585932 4.307166 0.5527 0.1081 0.0613
C -1.446816 -0.486191 2.384225 -0.1048 -0.0831 0.1233
O -0.231082 -0.789218 2.085619 -1.1096 0.9783 -1.2601
O -2.451981 -0.434579 1.602815 1.8671 0.1896 -0.6239
H -0.986071 -0.637964 4.499498 -0.5121 0.4032 -0.1817
```
Positions in Å, forces in eV/Å.

Computed properties:
Multiplicity: 5
Frontier orbital gap (spin up / spin down), eV: 4.953 / 7.045
E_HOMO (spin up / spin down), eV: -15.790 / -15.888
Relative energy (zero: lowest compared OMol25 entry of this formula, charge and spin), kJ/mol: 0.0
Total energy, eV: -99895.1816
Total charge: +2
LUMO (spin up / spin down), eV: -10.84 / -8.84



[3]
The following is a quantum chemistry calculation of a single C10H22N2O3 molecule, from the Open Molecules 2025 dataset.

Structure (XYZ):
```
37
Properties=species:S:1:pos:R:3:forces:R:3
C 2.727002 4.802178 -3.672379 -0.2568 -0.0073 0.0612
C 1.527481 4.106445 -3.040807 0.3358 -0.1353 -0.0057
C 1.910557 2.761578 -2.427518 -0.4260 0.1057 0.0366
C 0.711741 2.063759 -1.792343 0.3111 -0.3464 0.1171
C 1.093601 0.719425 -1.184964 0.0183 0.2414 -0.1732
O -0.053950 0.143555 -0.603894 -0.1615 0.0029 0.0622
C 0.181437 -1.117481 -0.023628 -0.2435 -0.2767 0.1754
C -1.155669 -1.620355 0.534985 0.7402 0.1021 0.1700
O -2.115472 -1.667161 -0.495691 -0.2202 -0.0546 -0.2316
C -1.027774 -3.028264 1.117375 -0.2120 0.3870 -0.1779
C -2.264557 -3.393122 1.948536 0.1024 0.1670 -0.0332
C -2.241515 -2.647880 3.266295 0.0383 -0.3195 -0.1069
O -2.707097 -1.540989 3.447289 -0.1999 0.3175 -0.0796
N -1.597942 -3.306609 4.261472 0.3627 -0.1530 0.5915
N -1.540610 -2.796824 5.575573 0.0474 0.1105 -0.0658
H 2.433042 5.756255 -4.103231 0.0675 0.1086 -0.0715
H 3.498048 4.985196 -2.927137 0.1215 0.0413 0.0433
H 3.153790 4.186376 -4.461096 0.0900 -0.0310 -0.0959
H 1.102373 4.747330 -2.265539 -0.0992 0.0035 0.0048
H 0.757570 3.949887 -3.799309 -0.0934 0.0154 0.0295
H 2.682236 2.917442 -1.669863 0.1038 -0.0128 0.0001
H 2.334687 2.119207 -3.203086 0.0995 -0.0240 -0.0256
H 0.286607 2.689710 -1.006252 -0.0576 0.0368 0.0160
H -0.064539 1.899187 -2.541549 -0.0657 0.0153 -0.0155
H 1.873458 0.853704 -0.418443 -0.0505 -0.0209 -0.0692
H 1.497347 0.048974 -1.960885 -0.0118 0.0577 0.0750
H 0.929289 -1.040307 0.779959 -0.0679 -0.0075 -0.0230
H 0.557433 -1.820323 -0.784155 -0.0331 0.0252 0.0552
H -1.485010 -0.920565 1.317573 0.0776 -0.0902 -0.0600
H -2.091565 -0.809409 -0.936710 -0.0347 -0.0058 0.0073
H -0.126286 -3.094205 1.729669 0.0513 -0.0362 -0.0058
H -0.938479 -3.726555 0.283866 0.0915 -0.0113 -0.0123
H -3.151113 -3.095408 1.389463 -0.0524 -0.0770 0.1023
H -2.291937 -4.468702 2.125690 -0.0584 -0.0252 -0.0039
H -1.301584 -4.266316 4.171820 -0.2254 0.1611 -0.0416
H -2.369000 -2.213911 5.706271 0.1925 -0.1529 -0.0881
H -0.733601 -2.175822 5.662648 -0.2815 -0.1114 -0.1612
```
Positions in Å, forces in eV/Å.

Computed properties:
Frontier orbital gap, eV: 10.419
E_HOMO, eV: -9.538
SMILES string: CCCCCOC[C@@H](O)CCC(=O)NN
Relative energy (zero: lowest compared OMol25 entry of this formula, charge and spin), kJ/mol: 0.0
Total energy, eV: -19849.2248
Total charge: 0
LUMO, eV: 0.88



[4]
The following is a quantum chemistry calculation of a 2-piece molecular cluster, C10H22N3O7P overall at a distorted geometry, from the Open Molecules 2025 dataset.

Structure (XYZ):
```
43
Properties=species:S:1:pos:R:3:forces:R:3
N -5.706661 -0.874152 2.550155 0.2189 -0.2245 1.0740
C -4.815103 -0.080537 3.434433 0.7216 -0.0621 -0.4913
C -3.439423 0.053121 2.764003 -0.0074 0.1367 -0.0385
C -3.448117 0.600421 1.331370 -0.0162 -0.1644 0.1719
C -2.022970 0.453427 0.773590 0.4201 -0.0314 -0.0157
P -1.820150 1.145187 -0.860163 -3.0651 0.0249 -0.3988
O -3.053146 1.113501 -1.655554 -1.0492 0.6322 0.1872
O -1.236199 2.610758 -0.705154 0.4998 -0.0201 0.2833
O -0.833434 0.326171 -1.747377 2.0259 -0.6836 -0.1730
C -4.633770 -0.726018 4.839375 -2.0294 -0.8691 -0.4696
O -5.527914 -1.441010 5.266043 1.3066 0.7053 -0.0561
O -3.504032 -0.470043 5.544975 -0.6688 0.0302 -0.7748
H -6.110120 -0.302537 1.808134 0.0795 -0.1509 0.5211
H -6.437635 -1.332582 3.103107 0.2857 0.3732 -0.3353
H -5.240710 0.916806 3.587329 0.1129 0.1235 0.3072
H -2.981236 -0.942130 2.752340 -0.0258 0.0629 0.0168
H -2.805264 0.703026 3.375846 -0.0059 -0.1233 0.0300
H -3.763230 1.649777 1.328901 0.0295 -0.0903 -0.0694
H -4.144429 0.036258 0.700540 0.2084 0.1599 0.0852
H -1.310004 0.948180 1.433233 0.0993 -0.1435 0.2243
H -1.758313 -0.603821 0.705346 0.0393 0.0015 0.1012
H -0.332007 2.468089 -0.411746 0.5473 0.6939 0.1535
H -1.363734 0.361806 -2.561495 0.2924 -0.4296 -0.3749
H -3.603682 -0.981052 6.363507 0.0112 0.0560 0.0223
C 5.389533 -2.698459 -1.530260 -0.4919 0.1257 0.1212
N 4.830207 -1.349657 -1.619001 0.9828 0.4592 -0.4005
C 3.578318 -1.031192 -1.260262 -0.6324 -0.6760 0.4985
O 2.810891 -1.862616 -0.798629 -0.0849 0.2515 -0.0780
C 3.109441 0.422387 -1.421105 0.8790 0.2198 -0.5350
N 4.129500 1.336994 -1.955986 -1.1671 -0.6903 1.7501
C 4.481546 1.497503 -3.230879 0.7593 0.3754 -1.7536
C 3.747443 0.745224 -4.322129 0.0093 0.1044 0.2949
O 5.407168 2.237052 -3.517710 0.2028 0.2195 -0.0059
H 6.461779 -2.678531 -1.731512 -0.1849 0.1720 0.0019
H 5.218483 -3.104181 -0.530249 0.0046 0.0236 -0.1362
H 4.898129 -3.350321 -2.255960 0.0703 -0.0388 0.0928
H 5.417408 -0.612428 -1.978831 -0.0535 -0.0994 0.0729
H 2.805115 0.778633 -0.437127 -0.0062 -0.0752 -0.0552
H 2.229486 0.422966 -2.065050 -0.0218 -0.1038 0.0912
H 4.648695 1.899403 -1.299147 0.0619 -0.0101 -0.0924
H 4.199029 0.993522 -5.281989 -0.0015 0.0377 0.2148
H 3.827044 -0.326936 -4.155195 -0.2037 -0.1293 -0.0185
H 2.702068 1.047990 -4.329717 -0.1527 -0.1733 -0.0437
```
Positions in Å, forces in eV/Å.

Computed properties:
Frontier orbital gap, eV: 9.765
E_HOMO, eV: -9.634
SMILES string: N[C@H](CCCP(=O)(O)O)C(=O)O.CNC(=O)CNC(C)=O
Relative energy (zero: lowest compared OMol25 entry of this formula, charge and spin), kJ/mol: 0.0
Total energy, eV: -38822.1096
Total charge: 0
LUMO, eV: 0.13